A cluster of 2 separate species, C5H11NO in total at a distorted geometry, computed with ωB97M-V/def2-TZVPD.

Atoms and positions in Å:
1 C 0.219 2.245 0.630
2 C 1.279 1.380 0.864
3 N 0.822 -0.258 1.208
4 C 0.338 -0.984 0.074
5 C -0.426 -0.834 -2.182
6 C -0.544 -0.360 -0.945
7 H -0.218 2.880 1.263
8 H 0.220 2.655 -0.393
9 H 1.945 1.478 1.713
10 H -0.103 0.251 1.530
11 H -0.484 -1.743 0.491
12 H 1.069 -1.481 -0.649
13 H -1.120 -0.405 -2.858
14 H 0.211 -1.652 -2.636
15 H -1.254 0.466 -0.713
16 H 1.819 1.007 -0.024
17 H -2.225 -2.603 1.131
18 O -1.550 -2.040 1.496

HOMO-LUMO gap in eV: 5.360
2S+1: 1
Charge: 0
ΔE to the lowest compared entry with this formula, charge and spin in kcal/mol: 215.9
E in Ha: -326.78722
Lowest unoccupied orbital energy in Ha: -0.09727

Mulliken analysis output, partial charges in e: C -0.781; C -0.220; N -0.373; C -0.383; C -0.931; C 0.202; H 0.377; H 0.260; H 0.277; H 0.376; H 0.256; H 0.346; H 0.278; H 0.240; H 0.351; H 0.282; H 0.247; O -0.804